Molecular formula: C5H11NO
Method: DFT, wB97M-V/def2-TZVPD

```
! wB97M-V def2-TZVPD RIJCOSX def2/J DEFGRID3
* xyz 0 1
O 0.686 2.158 0.776
C 1.329 1.407 0.126
N 1.576 -0.203 0.509
C 0.657 -0.066 -0.400
C -0.830 -0.359 -0.130
C -1.167 -0.579 1.335
C -1.730 0.650 -0.836
H 2.212 1.754 -0.424
H 3.601 -1.746 -0.607
H 0.813 -0.090 -1.499
H 3.379 -2.377 -0.273
H -0.954 -1.313 -0.644
H -2.162 -0.204 1.559
H -0.400 -0.142 1.969
H -1.165 -1.636 1.563
H -1.515 0.705 -1.903
H -2.765 0.385 -0.698
H -1.564 1.655 -0.424
*
```

The maximum force comes out at 3.3 eV/Å. The HOMO energy comes out at -8.620 eV. The calculation puts the total energy at -326.9181 hartree. Its energy relative to the best compared isomer or geometry (same formula, charge and spin) is 133.8 kcal/mol. For the LUMO energy, the calculation gives -1.141 eV.

---

Molecular formula: C5H9NO
Method: DFT, wB97M-V/def2-TZVPD

```
! wB97M-V def2-TZVPD RIJCOSX def2/J DEFGRID3
* xyz 0 1
C -0.309 1.168 1.097
C 0.012 0.185 -0.017
C 0.519 0.884 -1.276
C 0.770 -1.078 0.485
N -0.336 -1.878 -0.024
C -1.115 -0.809 -0.374
O -2.235 -0.710 -0.814
H -1.060 1.895 0.775
H 0.596 1.714 1.392
H -0.695 0.646 1.979
H 1.431 1.464 -1.093
H -0.258 1.575 -1.620
H 0.710 0.177 -2.092
H 1.748 -1.308 0.055
H 0.857 -1.100 1.579
H -0.522 -2.870 -0.013
*
```

The maximum force comes out at 0.5 eV/Å. The HOMO energy comes out at -9.613 eV. The calculation puts the total energy at -325.9104 hartree. The SMILES is CC1(C)CNC1=O. Its energy relative to the best compared isomer or geometry (same formula, charge and spin) is 17.1 kcal/mol. For the LUMO energy, the calculation gives 0.833 eV.

---

Molecular formula: C15H12F3N3O3
Method: DFT, wB97M-V/def2-TZVPD

```
! wB97M-V def2-TZVPD RIJCOSX def2/J DEFGRID3
* xyz 0 1
C -0.195 0.090 2.259
C 0.157 0.156 0.765
N 1.415 0.096 0.244
N 2.515 -0.007 1.219
C 2.697 -0.727 2.377
O 1.954 -1.745 2.799
C 4.115 -0.962 2.973
C 4.767 -1.371 3.848
C 6.115 -0.929 3.973
C 6.134 -0.068 2.988
O 5.217 -0.019 2.145
C -0.728 0.080 -0.126
C -0.671 -0.501 -1.289
C -1.495 -0.510 -2.337
C -2.650 0.367 -2.398
N -3.520 0.132 -3.296
C -4.593 1.170 -3.531
O -5.321 1.687 -2.630
C -5.536 0.716 -4.615
F -6.515 1.300 -5.044
F -4.609 0.957 -5.689
F -5.690 -0.698 -4.915
C -2.821 0.889 -1.076
C -1.852 1.040 -0.032
H -1.259 0.353 2.502
H 0.131 -0.769 2.836
H 0.475 0.894 2.622
H 3.418 0.499 0.816
H 4.253 -2.267 4.388
H 6.676 -1.169 4.805
H 7.182 0.587 2.660
H 0.360 -1.082 -1.570
H -1.277 -0.856 -3.297
H -3.215 -0.208 -4.203
H -3.681 1.529 -1.021
H -1.957 1.347 0.848
*
```

The maximum force comes out at 18.7 eV/Å. The HOMO energy comes out at -8.496 eV. The calculation puts the total energy at -1267.9380 hartree. The SMILES is C/C(=N\NC(=O)c1ccco1)c1ccc(NC(=O)C(F)(F)F)cc1. Its energy relative to the best compared isomer or geometry (same formula, charge and spin) is 315.5 kcal/mol. For the LUMO energy, the calculation gives -1.495 eV.

---

Molecular formula: C4H6O2
Method: DFT, wB97M-V/def2-TZVPD

```
! wB97M-V def2-TZVPD RIJCOSX def2/J DEFGRID3
* xyz 0 1
O 0.893 1.330 0.787
C 1.441 0.419 0.213
C 0.673 -0.550 -0.690
C -0.583 -0.714 0.140
C -1.321 0.525 0.270
O -1.884 -0.679 -0.370
H 2.504 0.229 0.427
H 1.265 -1.441 -0.930
H 0.387 -0.067 -1.633
H -0.476 -1.325 1.036
H -1.615 0.913 1.254
H -1.171 1.312 -0.460
*
```

The maximum force comes out at 1.1 eV/Å. The HOMO energy comes out at -10.034 eV. The calculation puts the total energy at -306.4086 hartree. The SMILES is O=CC[C@H]1CO1. Its energy relative to the best compared isomer or geometry (same formula, charge and spin) is 61.3 kcal/mol. For the LUMO energy, the calculation gives 0.782 eV.

---

Molecular formula: C17H25N3O4
Method: DFT, wB97M-V/def2-TZVPD

```
! wB97M-V def2-TZVPD RIJCOSX def2/J DEFGRID3
* xyz 0 1
C 2.036 1.295 -1.354
O 2.804 0.107 -1.127
C 2.281 -1.035 -1.849
O 0.972 -1.267 -1.361
C 0.648 -2.651 -1.491
C -0.469 -3.098 -0.534
N -1.732 -2.307 -0.655
C -1.931 -0.974 -0.330
C -3.262 -0.720 -0.657
C -3.924 0.557 -0.370
C -5.314 0.632 -0.534
C -6.128 1.821 -0.149
C -5.317 2.911 0.553
C -3.950 3.017 -0.087
C -3.139 1.744 0.078
N -3.783 -1.889 -1.184
N -2.905 -2.801 -1.210
C 2.000 -3.368 -1.268
O 2.174 -3.814 0.085
C 3.151 -2.966 0.688
C 4.062 -3.786 1.546
C 2.390 -1.989 1.594
O 3.867 -2.318 -0.348
C 3.070 -2.326 -1.516
H 1.050 1.201 -0.915
H 1.949 1.392 -2.442
H 2.540 2.220 -0.943
H 2.265 -0.865 -2.950
H 0.313 -2.830 -2.531
H -0.685 -4.153 -0.773
H -0.129 -3.099 0.513
H -1.269 -0.343 0.189
H -5.898 -0.212 -0.885
H -6.956 1.545 0.520
H -6.551 2.266 -1.057
H -5.226 2.700 1.597
H -5.832 3.915 0.493
H -3.453 3.901 0.312
H -4.060 3.182 -1.181
H -2.790 1.603 1.120
H -2.266 1.750 -0.556
H 2.139 -4.199 -1.928
H 4.578 -3.155 2.258
H 4.759 -4.353 0.931
H 3.474 -4.528 2.126
H 2.071 -2.439 2.540
H 2.988 -1.094 1.826
H 1.487 -1.566 1.072
H 3.707 -2.557 -2.370
*
```

The maximum force comes out at 4.7 eV/Å. The HOMO energy comes out at -7.961 eV. The calculation puts the total energy at -1127.9335 hartree. The SMILES is CO[C@@H]1O[C@H](Cn2cc(C3=CCCCC3)nn2)[C@@H]2OC(C)(C)O[C@H]12. Its energy relative to the best compared isomer or geometry (same formula, charge and spin) is 93.2 kcal/mol. For the LUMO energy, the calculation gives 0.649 eV.

---

Molecular formula: C22H42N3O3P2PtS6Se
Method: DFT, wB97M-V/def2-TZVPD

```
! wB97M-V def2-TZVPD RIJCOSX def2/J DEFGRID3
* xyz 0 2
Pt 0.959 -0.937 0.277
S 2.383 -2.623 0.936
S 3.274 -3.270 -0.787
S 1.733 -3.807 -2.132
S 0.078 -2.906 -1.635
C 1.147 -3.204 4.543
N 0.139 -2.173 4.655
C -1.167 -2.348 5.065
C -1.794 -1.164 4.913
N -0.868 -0.277 4.399
C -1.105 1.104 4.041
C 0.329 -0.895 4.254
Se 1.869 -0.152 3.630
H 0.679 -4.167 4.738
H 1.950 -3.030 5.259
H 1.562 -3.192 3.536
H -1.532 -3.293 5.424
H -2.810 -0.877 5.116
H -2.142 1.346 4.265
H -0.909 1.249 2.977
H -0.439 1.753 4.609
C 2.971 -0.092 -2.841
C 2.555 1.042 -1.911
P 2.533 0.526 -0.160
C 4.242 0.006 0.197
C 5.299 1.075 -0.062
C 2.350 2.071 0.827
C 2.586 3.392 0.103
H 2.877 0.217 -3.883
H 2.348 -0.976 -2.688
H 4.007 -0.389 -2.672
H 1.538 1.372 -2.126
H 3.208 1.908 -2.033
H 4.435 -0.891 -0.390
H 4.244 -0.308 1.245
H 5.301 1.403 -1.102
H 6.289 0.676 0.158
H 5.153 1.952 0.571
H 3.028 1.963 1.678
H 1.348 2.057 1.252
H 3.579 3.456 -0.346
H 2.491 4.216 0.811
H 1.847 3.546 -0.685
C 0.310 1.276 -4.699
C -0.343 0.209 -3.840
C -1.039 -0.832 -4.696
O -1.283 0.913 -3.000
P -1.939 0.410 -1.626
S -2.786 -1.330 -1.701
S -0.641 0.797 -0.065
O -3.020 1.565 -1.432
C -2.653 2.967 -1.516
C -3.144 3.630 -0.245
C -3.273 3.544 -2.772
H 1.070 0.828 -5.339
H 0.773 2.053 -4.091
H -0.444 1.743 -5.335
H 0.395 -0.272 -3.192
H -1.827 -0.361 -5.286
H -1.475 -1.620 -4.090
H -0.310 -1.274 -5.377
H -1.565 3.039 -1.569
H -4.225 3.518 -0.158
H -2.901 4.694 -0.257
H -2.671 3.172 0.623
H -4.358 3.437 -2.737
H -2.897 3.023 -3.651
H -3.029 4.604 -2.858
O -0.438 -2.006 1.691
N -1.644 -2.461 1.441
C -1.802 -3.721 1.003
C -3.067 -4.227 0.794
C -4.175 -3.435 1.049
C -3.982 -2.134 1.482
C -2.702 -1.661 1.654
H -0.879 -4.262 0.858
H -3.168 -5.241 0.436
H -5.173 -3.820 0.890
H -4.814 -1.467 1.654
H -2.445 -0.652 1.937
*
```

The maximum force comes out at 0.6 eV/Å. The HOMO energy (alpha / beta) comes out at -6.764 / -6.827 eV. The calculation puts the total energy at -6846.2158 hartree. Its energy relative to the best compared isomer or geometry (same formula, charge and spin) is 0.0 kcal/mol. For the LUMO energy (alpha / beta), the calculation gives 0.112 / -1.308 eV.

---

Molecular formula: C4H7NO
Method: DFT, wB97M-V/def2-TZVPD

```
! wB97M-V def2-TZVPD RIJCOSX def2/J DEFGRID3
* xyz 0 1
O -2.711 -0.784 1.389
C -1.864 -0.371 0.607
C -0.674 0.331 0.951
N 0.303 0.613 -0.170
C 0.701 -0.343 -1.189
C 1.671 0.144 -0.167
H -2.016 -0.490 -0.497
H -0.207 0.270 1.927
H -0.386 1.467 0.141
H 0.754 0.042 -2.203
H 0.279 -1.337 -1.065
H 1.915 -0.521 0.659
H 2.427 0.873 -0.447
*
```

The maximum force comes out at 0.6 eV/Å. The HOMO energy comes out at -7.847 eV. The calculation puts the total energy at -286.4315 hartree. Its energy relative to the best compared isomer or geometry (same formula, charge and spin) is 125.6 kcal/mol. For the LUMO energy, the calculation gives 0.728 eV.

---

Molecular formula: C25H63AlClP2Si2
Method: DFT, wB97M-V/def2-TZVPD

```
! wB97M-V def2-TZVPD RIJCOSX def2/J DEFGRID3
* xyz -1 1
Al -0.819 -0.275 2.058
P 0.052 0.429 4.440
C 0.740 2.094 4.719
C -1.525 0.359 5.348
C 1.227 -0.783 5.112
C 0.361 3.060 3.590
H 1.825 1.907 4.672
C 0.416 2.713 6.088
H -0.652 2.953 6.182
H 0.970 3.658 6.177
H 0.709 2.076 6.932
H 0.680 2.715 2.597
H 0.852 4.026 3.783
H -0.721 3.249 3.555
H 2.183 -0.425 4.700
C 0.960 -2.202 4.587
C 1.330 -0.745 6.639
H 1.757 0.199 6.995
H 2.003 -1.554 6.951
H 0.363 -0.908 7.135
H 0.998 -2.296 3.492
H -0.017 -2.577 4.918
H 1.729 -2.866 5.005
C -2.589 1.269 4.711
H -1.295 0.762 6.350
C -2.053 -1.070 5.544
H -2.279 2.320 4.644
H -3.486 1.231 5.347
H -2.882 0.919 3.709
H -2.260 -1.555 4.582
H -3.002 -1.005 6.097
H -1.375 -1.698 6.135
Cl -2.583 -1.478 2.018
H -1.159 1.253 1.431
H 0.571 0.247 2.931
P -0.006 -0.483 -4.252
C 1.616 -1.209 -4.838
C -1.287 -1.461 -5.196
C -0.013 1.217 -5.032
C 2.128 -2.279 -3.865
H 2.296 -0.338 -4.782
C 1.632 -1.753 -6.268
H 1.005 -2.649 -6.364
H 2.666 -2.043 -6.499
H 1.321 -1.025 -7.023
H 2.221 -1.902 -2.840
H 3.124 -2.610 -4.192
H 1.474 -3.161 -3.849
H 0.963 1.616 -4.697
C -1.106 2.144 -4.480
C -0.022 1.205 -6.561
H 0.897 0.778 -6.980
H -0.080 2.245 -6.908
H -0.891 0.668 -6.965
H -1.070 2.234 -3.387
H -2.113 1.823 -4.776
H -0.948 3.149 -4.897
C -1.344 -2.903 -4.676
H -0.937 -1.463 -6.243
C -2.670 -0.807 -5.129
H -0.405 -3.455 -4.812
H -2.121 -3.447 -5.230
H -1.612 -2.931 -3.608
H -2.999 -0.674 -4.088
H -3.392 -1.466 -5.630
H -2.714 0.159 -5.646
C 0.103 2.351 -1.025
Si -1.050 1.071 -0.284
C -2.669 2.119 0.059
C -1.993 0.055 -1.614
C 0.024 -0.452 0.298
Si 1.856 -0.808 0.228
C 2.073 -2.650 -0.189
C 2.747 0.119 -1.155
C 2.835 -0.511 1.818
H -0.475 3.238 -1.323
H 0.644 1.983 -1.910
H 0.860 2.686 -0.305
H -3.441 1.493 0.529
H -2.484 2.981 0.718
H -3.075 2.498 -0.894
H -2.479 0.712 -2.345
H -1.307 -0.619 -2.149
H -2.768 -0.555 -1.129
H -0.466 -1.373 -0.081
H 1.382 -2.964 -0.985
H 3.100 -2.844 -0.534
H 1.888 -3.284 0.693
H 2.154 0.174 -2.076
H 2.994 1.147 -0.845
H 3.693 -0.394 -1.391
H 3.892 -0.776 1.636
H 2.819 0.541 2.128
H 2.503 -1.116 2.669
*
```

The maximum force comes out at 5.6 eV/Å. The HOMO energy comes out at -1.576 eV. The calculation puts the total energy at -2954.6470 hartree. For the LUMO energy, the calculation gives 2.704 eV.